1.
DFT (ωB97M-V with the def2-TZVPD basis set) results for C31H49CaO5PSe as an isolated structure.

Each line ends with the natural charge from an NBO analysis.
Positions of all 88 atoms, in Å:
Ca1 -0.76 -2.37 -1.75  1.7175
C1 -3.14 3.18 3.30  -0.5961
C2 -1.76 3.09 2.63  -0.1001
C3 -0.67 3.24 3.71  -0.5972
C4 -1.62 4.24 1.65  -0.6051
C5 -1.61 1.73 1.94  0.0260
C6 -1.36 1.59 0.59  -0.2555
C7 -1.22 0.32 0.02  -0.2962
Se1 -0.84 0.28 -1.88  0.2162
C8 1.10 0.34 -1.86  -0.2800
C9 1.70 1.57 -1.60  -0.2134
C10 3.08 1.67 -1.52  -0.0553
C11 3.79 0.49 -1.74  -0.1740
C12 3.23 -0.75 -2.01  -0.0951
C13 1.82 -0.85 -2.07  0.4011
O1 1.17 -1.99 -2.27  -0.9938
C14 4.21 -1.93 -2.21  -0.0677
C15 5.03 -2.13 -0.93  -0.5961
C16 5.16 -1.60 -3.38  -0.5955
C17 3.55 -3.28 -2.55  -0.5903
C18 3.83 2.97 -1.21  -0.0695
C19 4.77 3.31 -2.38  -0.5953
C20 2.88 4.14 -1.00  -0.6047
C21 4.67 2.78 0.06  -0.5954
C22 -1.33 -0.86 0.77  0.4006
O2 -1.23 -2.06 0.18  -0.9907
C23 -1.57 -0.73 2.16  -0.1288
C24 -1.70 0.55 2.69  -0.1531
C25 -1.71 -1.98 3.04  -0.0743
C26 -1.98 -1.64 4.50  -0.6047
C27 -2.90 -2.83 2.54  -0.6063
C28 -0.42 -2.81 2.98  -0.6037
H1 -3.26 4.15 3.79  0.2049
H2 -3.93 3.07 2.55  0.2077
H3 -3.28 2.40 4.05  0.2063
H4 -0.76 4.21 4.21  0.2040
H5 -0.75 2.46 4.47  0.2064
H6 0.33 3.17 3.26  0.2131
H7 -1.73 5.19 2.18  0.2109
H8 -0.64 4.25 1.16  0.2104
H9 -2.39 4.20 0.87  0.2083
H10 -1.27 2.45 -0.05  0.2192
H11 1.07 2.44 -1.46  0.2155
H12 4.88 0.55 -1.68  0.1982
H13 5.61 -1.24 -0.66  0.2031
H14 4.38 -2.37 -0.09  0.2118
H15 5.74 -2.96 -1.06  0.2022
H16 5.74 -0.69 -3.20  0.2025
H17 5.87 -2.43 -3.53  0.2025
H18 4.60 -1.46 -4.31  0.2111
H19 2.90 -3.62 -1.75  0.2135
H20 2.96 -3.23 -3.46  0.2159
H21 4.35 -4.01 -2.68  0.1908
H22 4.20 3.44 -3.31  0.2114
H23 5.32 4.24 -2.18  0.2029
H24 5.51 2.52 -2.55  0.2060
H25 2.27 4.34 -1.89  0.2093
H26 2.20 3.96 -0.16  0.2089
H27 3.45 5.04 -0.77  0.2096
H28 5.40 1.98 -0.05  0.2060
H29 5.21 3.71 0.30  0.2028
H30 4.02 2.53 0.91  0.2127
H31 -1.89 0.64 3.75  0.1981
H32 -2.91 -1.09 4.64  0.2054
H33 -2.06 -2.57 5.07  0.2109
H34 -1.16 -1.06 4.94  0.2087
H35 -3.83 -2.25 2.60  0.2019
H36 -2.76 -3.15 1.51  0.2250
H37 -3.01 -3.72 3.18  0.2002
H38 0.42 -2.22 3.35  0.2079
H39 -0.52 -3.69 3.62  0.1975
H40 -0.19 -3.13 1.97  0.2295
C29 -4.23 -4.53 -1.09  -0.2583
O3 -4.34 -3.60 -2.19  -0.8263
P1 -3.68 -2.13 -2.00  1.5936
O4 -4.80 -1.53 -1.03  -0.8352
C30 -4.64 -0.23 -0.41  -0.2623
O5 -3.98 -1.49 -3.43  -0.8256
C31 -5.29 -1.54 -4.04  -0.2612
H41 -4.63 -5.48 -1.42  0.2009
H42 -4.79 -4.17 -0.22  0.1972
H43 -3.19 -4.67 -0.79  0.1683
H44 -5.57 -0.02 0.11  0.1994
H45 -4.48 0.54 -1.17  0.1842
H46 -3.81 -0.23 0.29  0.2098
H47 -5.46 -2.52 -4.48  0.1917
H48 -5.31 -0.78 -4.82  0.1965
H49 -6.07 -1.33 -3.31  0.1911

Summary:
2S+1: 1
LUMO energy: -0.0088 Ha
Gap between HOMO and LUMO: 7.1 eV



2.
DFT (ωB97M-V with the def2-TZVPD basis set) results for C24H25ClFeN2OP as an isolated structure.

Each line ends with the natural charge from an NBO analysis.
Positions of all 55 atoms, in Å:
Fe1 0.42 -0.74 1.42  1.3153
Cl1 0.00 0.80 2.91  -0.3282
C1 -0.24 -1.89 -0.11  0.4015
O1 -1.25 -2.40 -0.51  -0.3823
P1 0.04 0.66 -0.65  0.9628
C2 1.76 1.02 -1.18  -0.2942
C3 -0.81 0.59 -2.27  -0.4144
C4 -0.59 2.28 0.01  -0.3498
C5 -1.86 1.44 -2.64  -0.1124
C6 -2.47 1.34 -3.89  -0.2126
C7 -2.04 0.35 -4.80  -0.1404
C8 -0.99 -0.51 -4.45  -0.2027
C9 -0.37 -0.38 -3.20  -0.1892
H1 -2.21 2.21 -1.95  0.2294
H2 -3.26 2.03 -4.19  0.2473
H3 -2.48 0.29 -5.79  0.2460
H4 -0.62 -1.26 -5.17  0.2463
H5 0.47 -1.02 -2.96  0.2164
C10 2.82 0.66 -0.35  -0.2279
C11 4.14 0.89 -0.74  -0.1956
C12 4.41 1.52 -1.97  -0.1492
C13 3.35 1.89 -2.80  -0.1724
C14 2.03 1.63 -2.42  -0.2102
H6 2.61 0.21 0.61  0.1557
H7 4.96 0.61 -0.08  0.2396
H8 5.44 1.75 -2.24  0.2492
H9 3.54 2.40 -3.76  0.2494
H10 1.20 1.87 -3.10  0.2455
C15 0.09 3.49 -0.16  -0.2171
C16 -0.45 4.67 0.35  -0.1328
C17 -1.63 4.66 1.07  -0.1824
C18 -2.31 3.45 1.27  -0.1845
C19 -1.80 2.27 0.73  -0.2180
H11 1.03 3.49 -0.71  0.2319
H12 0.08 5.61 0.17  0.2340
H13 -2.05 5.59 1.48  0.2457
H14 -3.23 3.42 1.84  0.2373
H15 -2.31 1.31 0.88  0.2027
H16 2.56 -0.68 2.25  0.2556
H17 1.80 -0.39 2.15  -0.1948
C20 -2.77 -4.13 4.25  -0.6736
C21 -1.62 -3.65 3.43  0.2892
C22 -0.39 -4.30 3.30  -0.3117
C23 0.41 -3.44 2.51  0.2290
N1 -0.29 -2.29 2.23  -0.5037
N2 -1.55 -2.51 2.72  -0.3264
C24 1.73 -3.63 1.84  -0.6650
H18 -2.97 -5.17 3.99  0.2687
H19 -2.46 -4.22 5.30  0.2752
H20 -3.67 -3.53 4.17  0.2504
H21 -0.13 -5.29 3.69  0.2772
H22 -2.32 -1.89 2.48  0.4374
H23 2.56 -3.58 2.57  0.2709
H24 1.77 -4.65 1.42  0.2858
H25 1.91 -2.84 1.04  0.1961

Summary:
2S+1: 6
LUMO energy (spin up / spin down): -0.2509 / -0.3445 Ha
Gap between HOMO and LUMO (spin up / spin down): 7.8 / 5.3 eV
Total charge: +2



3.
DFT (ωB97M-V with the def2-TZVPD basis set) results for one molecule with the formula C7H16N2.

Each line ends with the natural charge from an NBO analysis.
Positions of all 25 atoms, in Å:
C1 -0.52 0.60 -0.37  -0.0490
C2 1.94 0.10 0.16  -0.0304
C3 0.29 -0.37 0.41  -0.4079
C4 2.65 -0.97 -0.66  -0.6318
C5 -2.88 -0.27 -1.40  -0.6578
C6 -2.07 -0.15 -0.14  0.0603
N1 -0.54 1.94 0.07  -0.8381
N2 2.49 0.33 1.49  -0.8430
C7 -2.60 -0.36 1.05  -0.4571
H1 -0.30 0.55 -1.44  0.1941
H2 2.04 1.05 -0.37  0.1709
H3 0.16 2.54 -0.33  0.3684
H4 -0.47 2.01 1.09  0.3656
H5 3.46 0.62 1.44  0.3508
H6 2.49 -0.54 2.01  0.3465
H7 0.16 -0.25 1.49  0.2099
H8 0.16 -1.40 0.12  0.2122
H9 2.21 -1.03 -1.66  0.2076
H10 3.72 -0.77 -0.76  0.2027
H11 2.54 -1.95 -0.19  0.1992
H12 -2.82 0.65 -1.97  0.2176
H13 -3.93 -0.49 -1.19  0.2097
H14 -2.49 -1.08 -2.02  0.2115
H15 -2.03 -0.20 1.96  0.1899
H16 -3.65 -0.56 1.20  0.1982

Summary:
2S+1: 1
LUMO energy: 0.0379 Ha
Gap between HOMO and LUMO: 9.6 eV



4.
DFT (ωB97M-V with the def2-TZVPD basis set) results for a 2-piece molecular cluster, C4H11INO overall.

Each line ends with the natural charge from an NBO analysis.
Positions of all 18 atoms, in Å:
I1 3.97 -0.09 3.23  -0.9981
C1 -1.32 -0.85 1.76  -0.6170
C2 -0.80 -0.87 0.28  -0.0621
C3 -0.54 0.50 -0.36  -0.0979
O1 -0.05 0.31 -1.64  -0.5526
C4 0.78 1.35 -2.16  -0.2519
N1 0.45 -1.57 0.05  -0.8247
H1 -0.53 -0.41 2.36  0.2259
H2 -1.60 -1.85 2.08  0.2146
H3 -2.26 -0.31 1.91  0.1968
H4 -1.57 -1.42 -0.26  0.1713
H5 -0.04 1.21 0.30  0.1867
H6 -1.43 1.13 -0.45  0.1531
H7 1.73 1.51 -1.65  0.1837
H8 0.26 2.30 -2.01  0.1619
H9 1.08 1.27 -3.21  0.1900
H10 1.18 -1.11 0.58  0.3589
H11 0.70 -1.11 -0.81  0.3616

Summary:
2S+1: 1
LUMO energy: 0.1110 Ha
Gap between HOMO and LUMO: 6.4 eV
Total charge: -1



5.
DFT (ωB97M-V with the def2-TZVPD basis set) results for C8H10I2N2S6W as an isolated structure.

Each line ends with the natural charge from an NBO analysis.
Positions of all 29 atoms, in Å:
W1 0.57 -0.01 0.32  0.2154
I1 0.53 -0.21 3.30  0.4361
C1 0.45 -2.36 3.02  -0.6497
I2 0.03 -2.73 0.88  0.4918
H1 -0.36 -2.78 3.62  0.2547
H2 1.41 -2.80 3.26  0.2565
S1 6.44 0.34 -4.04  0.3317
C2 5.14 0.21 -3.05  -0.6468
S2 5.22 0.47 -1.33  0.6500
C3 3.53 0.14 -1.02  -0.4031
C4 2.76 -0.19 -2.11  -0.3882
S3 1.10 -0.57 -1.96  0.0928
S4 3.55 -0.22 -3.66  0.6502
S5 2.90 0.19 0.57  0.1656
C5 -1.68 0.82 -1.74  -0.4158
N1 -1.65 0.45 -0.32  -0.4500
C6 -2.90 -0.19 0.15  -0.2305
C7 -3.07 0.31 1.60  -0.2365
N2 -2.17 1.46 1.63  -0.5615
C8 -1.31 1.42 0.62  0.2080
S6 0.07 2.41 0.38  0.1331
H3 -2.56 1.43 -1.97  0.2290
H4 -1.71 -0.09 -2.34  0.2344
H5 -0.79 1.39 -2.01  0.2432
H6 -2.83 -1.28 0.09  0.2365
H7 -3.74 0.14 -0.48  0.2407
H8 -2.75 -0.43 2.34  0.2094
H9 -4.09 0.62 1.82  0.2526
H10 -2.08 2.05 2.44  0.4506

Summary:
2S+1: 3
LUMO energy (spin up / spin down): -0.2908 / -0.3301 Ha
Gap between HOMO and LUMO (spin up / spin down): 6.3 / 5.0 eV
Total charge: +2



6.
DFT (ωB97M-V with the def2-TZVPD basis set) results for a 10-piece molecular cluster, C28H30F9NO29 overall.

Each line ends with the Mulliken charge.
Positions of all 97 atoms, in Å:
C1 0.23 0.08 -0.15  0.0952
N1 -0.68 0.96 -0.91  1.2926
O1 -0.15 1.69 -1.73  -0.5815
O2 -1.87 0.87 -0.75  -0.5269
H1 0.62 -0.66 -0.84  0.0836
H2 -0.35 -0.40 0.63  -0.0494
H3 1.03 0.69 0.24  -0.2920
C2 -0.76 -2.96 -2.25  -0.0124
C3 -0.77 -3.70 -3.58  0.4014
O3 -1.65 -2.97 -4.37  -0.3472
C4 -2.32 -2.07 -3.59  0.3450
O4 -3.12 -1.28 -3.99  -0.5006
O5 -1.98 -2.23 -2.31  -0.0284
F1 -1.28 -4.98 -3.43  -0.3269
H4 0.12 -2.32 -2.19  0.0027
H5 -0.72 -3.60 -1.38  0.0851
H6 0.21 -3.85 -4.03  0.3405
C5 -2.75 1.73 -5.90  -0.0895
C6 -1.49 2.23 -5.21  0.2094
O6 -0.64 1.11 -5.34  -0.2633
C7 -0.96 0.52 -6.52  0.6310
O7 -0.27 -0.26 -7.10  -0.5214
O8 -2.17 0.96 -6.95  -0.3542
F2 -1.66 2.56 -3.91  -0.1859
H7 -3.37 2.53 -6.29  0.3466
H8 -3.34 1.10 -5.23  0.0609
H9 -1.07 3.09 -5.73  0.2107
C8 5.09 3.68 -0.18  -0.4614
C9 5.65 3.29 1.19  0.2119
O9 4.67 2.45 1.71  -0.2859
C10 3.48 2.74 1.08  0.4092
O10 2.44 2.29 1.42  -0.3089
O11 3.69 3.56 0.04  -0.3018
F3 5.68 4.42 1.97  -0.2906
H10 5.34 2.97 -0.96  0.3019
H11 5.43 4.68 -0.40  0.3216
H12 6.63 2.83 1.21  0.3441
C11 2.99 -5.58 -0.98  -0.4357
C12 4.19 -5.10 -0.18  0.2014
O12 3.65 -4.04 0.54  -0.2220
C13 2.65 -3.51 -0.19  0.3759
O13 2.10 -2.48 0.03  -0.2647
O14 2.30 -4.36 -1.18  -0.2801
F4 5.13 -4.57 -1.07  -0.3092
H13 2.39 -6.26 -0.37  0.2433
H14 3.26 -6.08 -1.90  0.3519
H15 4.75 -5.79 0.43  0.3180
C14 3.06 -0.77 2.69  0.2742
C15 2.61 -0.48 4.14  0.2511
O15 2.60 -1.74 4.74  -0.3697
C16 3.36 -2.60 4.02  0.6189
O16 3.73 -3.67 4.37  -0.5371
O17 3.61 -2.08 2.79  -0.2638
F5 1.38 0.08 4.17  -0.1268
H16 3.83 -0.05 2.41  0.1691
H17 2.24 -0.75 1.98  -0.2949
H18 3.34 0.16 4.64  0.2883
C17 -0.94 -4.14 3.66  -0.5136
C18 -0.44 -3.20 2.56  0.3051
O18 0.23 -4.06 1.68  -0.0307
C19 0.34 -5.30 2.21  0.4424
O19 0.89 -6.21 1.68  -0.5261
O20 -0.23 -5.35 3.43  -0.3582
F6 0.50 -2.36 3.09  -0.3000
H19 -2.01 -4.35 3.59  0.3025
H20 -0.78 -3.68 4.63  0.3585
H21 -1.22 -2.63 2.06  0.3260
C20 -5.29 0.71 -1.51  0.1206
C21 -5.48 -0.77 -1.86  0.5250
O21 -6.79 -1.02 -1.49  -0.3848
C22 -7.25 -0.01 -0.68  0.5622
O22 -8.32 -0.03 -0.19  -0.5088
O23 -6.32 0.94 -0.56  -0.3256
F7 -4.67 -1.54 -1.04  -0.3131
H22 -5.40 1.33 -2.40  0.1900
H23 -4.30 0.82 -1.08  -0.0512
H24 -5.21 -1.05 -2.88  0.2492
C23 0.06 4.54 -0.63  0.4276
C24 0.81 5.52 0.25  0.8356
O24 -0.20 6.17 0.95  -0.3665
C25 -1.41 5.95 0.37  0.5800
O25 -2.41 6.51 0.64  -0.5382
O26 -1.31 4.97 -0.56  -0.3330
F8 1.53 6.43 -0.48  -0.3500
H25 0.11 3.50 -0.30  -0.5658
H26 0.31 4.53 -1.69  0.2417
H27 1.53 5.06 0.92  0.0407
C26 -2.15 2.80 4.90  -0.5156
C27 -1.51 3.58 3.73  0.2947
O27 -1.37 2.60 2.75  -0.0993
C28 -1.39 1.37 3.32  0.3344
O28 -1.07 0.37 2.77  -0.3187
O29 -1.79 1.46 4.60  -0.3473
F9 -0.26 4.00 4.10  -0.3042
H28 -3.22 2.98 4.92  0.3202
H29 -1.65 3.09 5.82  0.3028
H30 -2.06 4.44 3.35  0.3381

Summary:
2S+1: 1
LUMO energy: 0.0018 Ha
Gap between HOMO and LUMO: 11.2 eV



7.
DFT (ωB97M-V with the def2-TZVPD basis set) results for a 2-piece molecular cluster, C2H11N3O overall.

Each line ends with the natural charge from an NBO analysis.
Positions of all 17 atoms, in Å:
N1 -1.61 -1.78 -1.48  -0.8005
C1 -0.61 -2.11 -2.55  -0.0619
N2 0.85 -1.89 -2.45  -0.8627
H1 -1.34 -2.41 -0.71  0.3431
H2 -1.33 -0.87 -1.23  0.3481
H3 -0.84 -3.20 -2.97  0.1528
H4 -0.88 -1.47 -3.44  0.1699
H5 1.28 -2.64 -2.91  0.3571
H6 1.31 -1.97 -1.51  0.3542
N3 -0.35 2.11 3.06  -0.9163
C2 0.51 2.61 2.02  0.1004
O1 1.89 2.22 2.07  -0.7195
H7 -0.09 2.13 4.04  0.3917
H8 -1.33 1.97 2.73  0.3932
H9 0.21 2.21 1.01  0.1396
H10 0.43 3.69 1.79  0.1452
H11 1.90 1.38 2.52  0.4657

Summary:
2S+1: 1
LUMO energy: 0.0259 Ha
Gap between HOMO and LUMO: 9.8 eV



8.
DFT (ωB97M-V with the def2-TZVPD basis set) results for C38H60InN3OPSSi as an isolated structure.

Each line ends with the Mulliken charge.
Positions of all 106 atoms, in Å:
In1 -0.23 -0.76 -0.62  1.5611
C1 0.54 -1.70 5.90  -1.5338
C2 0.41 -1.60 4.40  1.0711
C3 1.44 -2.00 3.55  -1.1479
C4 1.28 -1.86 2.18  -0.8596
N1 0.18 -1.34 1.63  0.2707
C5 -0.82 -0.97 2.44  -0.3041
C6 -0.74 -1.09 3.81  -1.0241
H1 1.43 -2.26 6.19  0.3670
H2 -0.33 -2.19 6.33  0.3893
H3 0.60 -0.71 6.34  0.3128
H4 2.35 -2.42 3.95  0.4064
H5 2.06 -2.18 1.51  0.7582
H6 -1.69 -0.56 1.95  0.6457
H7 -1.58 -0.77 4.43  0.5019
S1 -1.85 -5.51 0.35  -0.2789
C7 -0.78 -4.17 0.22  -0.5104
N2 -1.29 -3.07 -0.22  0.4141
C8 -2.65 -3.24 -0.49  -1.0620
C9 -3.52 -2.24 -0.96  0.5780
C10 -4.84 -2.57 -1.17  -0.9073
C11 -5.31 -3.86 -0.92  -0.7144
C12 -4.48 -4.85 -0.46  -0.4708
C13 -3.14 -4.52 -0.24  1.0433
H8 0.27 -4.28 0.49  0.3714
H9 -3.15 -1.23 -1.11  -0.1075
H10 -5.52 -1.81 -1.53  0.4954
H11 -6.36 -4.09 -1.10  0.4119
H12 -4.84 -5.85 -0.27  0.4363
C14 8.95 -1.16 -0.27  -1.5821
C15 7.47 -0.98 -0.13  0.5338
C16 6.95 -0.03 0.75  -0.8742
C17 5.59 0.18 0.87  0.8584
C18 5.11 1.23 1.86  -1.6230
C19 4.71 -0.58 0.07  0.5130
C20 3.29 -0.30 0.18  -0.4375
O1 2.38 -0.80 -0.48  -0.0167
C21 5.21 -1.56 -0.81  0.8311
C22 4.33 -2.43 -1.67  -0.7769
C23 6.58 -1.74 -0.89  -1.0351
H13 9.50 -0.70 0.55  0.3737
H14 9.30 -0.71 -1.20  0.3092
H15 9.21 -2.22 -0.31  0.3828
H16 7.63 0.55 1.36  0.3274
H17 5.96 1.68 2.36  0.3815
H18 4.46 0.81 2.62  0.3236
H19 4.56 2.04 1.36  0.3735
H20 3.01 0.44 0.95  0.1872
H21 3.78 -1.84 -2.40  -0.0251
H22 3.58 -2.95 -1.07  0.1104
H23 4.92 -3.17 -2.19  0.3552
H24 6.98 -2.49 -1.56  0.3928
C24 1.29 -0.24 -3.83  -0.9057
Si1 0.12 -1.47 -3.07  0.7977
C25 -1.56 -1.43 -3.88  -0.9175
C26 0.80 -3.20 -3.12  -0.9768
H25 1.24 -0.27 -4.93  0.4897
H26 2.32 -0.46 -3.54  0.1719
H27 1.06 0.78 -3.51  0.1646
H28 -1.45 -1.38 -4.96  0.5294
H29 -2.15 -0.57 -3.56  0.0823
H30 -2.12 -2.33 -3.63  0.2548
H31 0.97 -3.51 -4.16  0.4634
H32 0.09 -3.90 -2.67  0.2423
H33 1.75 -3.27 -2.59  0.0925
C27 -2.30 2.35 2.75  -1.8329
C28 -1.46 2.89 1.58  2.7734
C29 -1.54 4.42 1.61  -2.0482
C30 -0.01 2.45 1.86  -1.9867
P1 -2.05 2.04 -0.01  -0.3233
N3 -1.62 0.55 -0.01  0.1375
C31 -1.35 3.01 -1.49  2.4230
C32 0.15 3.25 -1.24  -2.0260
C33 -1.41 2.11 -2.74  -1.4921
C34 -2.03 4.35 -1.81  -2.0066
C35 -3.95 2.09 -0.04  2.0145
C36 -4.60 3.43 0.35  -1.9260
C37 -4.41 1.72 -1.46  -1.7471
C38 -4.48 0.98 0.88  -1.3185
H34 -1.82 2.63 3.69  0.6536
H35 -2.39 1.26 2.73  -0.0335
H36 -3.31 2.77 2.77  0.3312
H37 -1.27 4.76 2.62  0.5097
H38 -2.54 4.79 1.40  0.3090
H39 -0.85 4.89 0.92  0.3037
H40 0.20 2.59 2.93  0.6094
H41 0.72 3.02 1.30  0.2162
H42 0.13 1.39 1.63  0.2745
H43 0.66 2.34 -0.92  0.1873
H44 0.34 4.03 -0.51  0.2636
H45 0.61 3.57 -2.18  0.6459
H46 -1.03 1.12 -2.52  -0.4503
H47 -0.78 2.56 -3.51  0.7196
H48 -2.41 2.01 -3.15  0.2132
H49 -2.06 5.03 -0.96  0.2779
H50 -3.04 4.21 -2.18  0.3378
H51 -1.46 4.84 -2.60  0.5167
H52 -4.27 4.26 -0.26  0.2716
H53 -4.43 3.68 1.40  0.3086
H54 -5.68 3.33 0.22  0.5294
H55 -4.26 2.53 -2.18  0.2611
H56 -5.48 1.52 -1.43  0.6738
H57 -3.90 0.83 -1.83  0.0611
H58 -4.46 1.25 1.93  0.2575
H59 -3.92 0.05 0.74  0.0569
H60 -5.53 0.79 0.61  0.5681

Summary:
2S+1: 1
LUMO energy: -0.0952 Ha
Gap between HOMO and LUMO: 7.5 eV
Total charge: +1



For each record above, in turn, the calculated max |F| values are 2.64, 8.46, 5.06, 2.87, 1.48, 1.18, 3.42, 0.70 eV/A.
For each record above, in turn, the calculated energy values are -5007.378121, -3178.854620, -385.759811, -586.729854, -3471.361943, -4220.556598, -322.236718, -2942.546423 Eh.